1.
98
Properties=species:S:1:pos:R:3:forces:R:3 method="wB97M-V/def2-TZVPD" charge=+2 lumo_ev="-5.86 / -5.86"
P 1.07297 -3.35756 -2.13835 0.697 -0.261 -0.534
C -0.09175 -4.07436 -3.32515 -0.302 -0.083 -0.285
C 0.33283 -4.28077 -4.65156 0.011 -0.048 0.250
H 1.28748 -3.86508 -4.97963 -0.307 -0.187 0.019
C -0.43450 -5.04905 -5.52737 -0.129 0.070 0.194
H -0.06105 -5.23777 -6.53667 -0.227 0.091 0.324
C -1.65353 -5.58656 -5.09700 0.241 0.091 0.120
H -2.24579 -6.19487 -5.78574 0.174 0.218 0.304
C -2.09754 -5.35999 -3.78707 0.119 0.119 -0.072
H -3.04211 -5.79509 -3.45298 0.311 0.207 -0.096
C -1.32515 -4.60204 -2.90110 0.237 -0.073 -0.194
H -1.65520 -4.44346 -1.87456 -0.004 -0.113 -0.223
C 2.38764 -2.59799 -3.11182 0.371 -0.129 -0.225
C 2.14284 -1.36284 -3.73078 0.234 -0.020 -0.176
H 1.22312 -0.81411 -3.51241 0.240 -0.189 -0.083
C 3.06514 -0.85437 -4.65119 -0.105 -0.082 0.218
H 2.85874 0.09433 -5.14943 0.100 -0.276 0.137
C 4.23020 -1.56879 -4.94556 -0.044 -0.147 0.066
H 4.94256 -1.18084 -5.67917 -0.279 -0.131 0.277
C 4.48040 -2.79210 -4.31496 0.034 0.061 0.013
H 5.37954 -3.36491 -4.55242 -0.261 0.257 0.076
C 3.56975 -3.30683 -3.39265 -0.230 0.219 -0.062
H 3.75397 -4.26788 -2.90655 -0.021 0.293 -0.204
C 1.81384 -4.75587 -1.27629 -0.013 -0.510 0.132
C 1.77673 -6.02923 -1.87939 0.173 0.282 0.068
H 1.16259 -6.19049 -2.76818 0.279 0.015 0.256
C 2.54330 -7.06925 -1.35854 -0.010 0.106 0.171
H 2.54214 -8.03732 -1.86373 -0.011 0.279 0.261
C 3.31455 -6.85889 -0.20892 -0.082 0.154 -0.181
H 3.92305 -7.67521 0.18781 -0.207 0.319 -0.095
C 3.30823 -5.60927 0.42295 -0.134 0.020 -0.097
H 3.90956 -5.44793 1.31885 -0.227 -0.080 -0.230
C 2.54607 -4.55655 -0.09556 0.113 -0.286 -0.226
H 2.52343 -3.58730 0.40668 0.062 -0.226 -0.127
Ce -1.06902 1.46978 1.26237 0.770 -0.596 -1.844
C 1.25735 1.29750 1.53880 0.462 -0.663 0.626
C 2.24038 0.94958 0.68300 -0.494 0.206 0.647
H 1.51200 1.90021 2.44482 0.052 0.089 -0.900
C 2.14795 -0.13591 -0.42048 0.315 -1.226 -0.997
O 3.38131 -0.86648 -0.27978 1.297 0.052 0.174
H 3.38264 -1.66924 -0.83616 -0.225 0.679 0.141
C 1.02827 -1.08947 -0.50434 -0.780 3.946 1.727
H 2.15097 0.42048 -1.37971 -0.109 -0.141 -0.027
C 0.44081 -2.10766 -1.04591 -1.548 -1.013 -0.175
Cl -0.54988 3.97065 1.87059 -0.060 -0.223 -0.083
Cl -2.75140 0.01170 -0.10463 0.270 0.416 0.369
P -1.38476 3.06871 -1.22904 -0.542 0.362 0.020
C -2.92080 4.01654 -0.86690 0.069 -0.068 0.095
H -2.82112 4.54768 0.08870 0.046 -0.038 -0.264
H -3.76450 3.31962 -0.77673 0.162 0.131 -0.133
H -3.11234 4.73270 -1.67615 -0.054 -0.140 0.197
C -0.18986 4.37520 -1.66107 0.232 -0.041 0.153
H 0.78206 3.90429 -1.85487 -0.148 0.161 -0.063
H -0.07307 5.06091 -0.81514 -0.048 -0.107 -0.191
H -0.52150 4.91679 -2.55514 0.089 -0.076 0.208
C -1.76469 2.33934 -2.85240 0.095 -0.316 0.029
H -2.65802 1.71288 -2.75985 0.159 0.102 -0.064
H -0.92978 1.69537 -3.15342 -0.177 0.118 -0.050
H -1.91969 3.12088 -3.60511 -0.008 -0.158 0.150
P 3.80304 1.91166 0.85697 -0.208 -0.782 0.048
C 3.58021 3.57171 1.54672 -0.161 0.148 -0.062
C 4.56930 2.09324 -0.75416 0.078 0.107 -0.052
H 2.89385 3.57149 2.40395 0.232 -0.055 -0.246
H 3.18108 4.25674 0.78379 0.061 -0.287 0.222
H 4.56287 3.94927 1.87357 -0.294 -0.209 -0.127
H 4.57201 1.12249 -1.25800 0.065 0.137 0.076
H 5.59759 2.44122 -0.59975 -0.185 -0.035 -0.168
H 4.01548 2.83222 -1.34442 0.134 -0.165 0.072
C 4.93929 1.01988 1.93474 0.037 -0.004 -0.033
H 4.66627 1.18559 2.98554 0.070 -0.077 -0.285
H 5.95647 1.39023 1.74996 -0.203 -0.137 0.162
H 4.86549 -0.04557 1.68651 0.094 0.254 0.070
H -0.63298 -2.28186 -0.84602 0.286 -0.108 -0.023
N -2.33051 1.49924 3.06843 -0.678 -0.351 1.143
S -3.98540 1.55418 3.19080 0.309 0.233 0.322
C -4.38621 3.29361 2.98156 -0.542 0.228 -0.190
C -3.64350 4.23926 3.67293 0.109 0.247 0.019
C -3.89009 5.59510 3.46864 -0.082 -0.063 0.065
C -4.91294 6.00868 2.60983 0.067 -0.310 -0.081
C -5.65802 5.05162 1.90897 0.060 -0.025 0.019
C -5.39098 3.68996 2.07052 0.243 -0.428 0.401
C -4.14368 1.21568 4.96174 -0.444 -0.105 0.731
C -3.64093 -0.01020 5.43170 0.081 0.004 -0.263
C -3.64791 -0.29069 6.79763 -0.195 0.224 -0.119
C -4.18149 0.63621 7.70082 0.052 0.220 -0.272
C -4.72614 1.83518 7.22885 0.002 -0.317 -0.242
C -4.74673 2.10874 5.85510 0.167 -0.037 -0.187
H -1.91159 1.67366 3.99654 -0.214 0.103 -0.527
H -2.87161 3.91370 4.36693 -0.063 0.185 -0.147
H -3.28207 6.32238 4.00101 -0.174 -0.084 -0.107
H -5.12477 7.07420 2.47562 0.102 -0.450 0.053
H -6.45249 5.36962 1.22903 0.294 -0.150 0.237
H -5.95937 2.93121 1.52196 0.185 0.326 0.187
H -3.25427 -0.75820 4.73505 -0.024 0.303 0.178
H -3.24506 -1.24295 7.14520 -0.152 0.304 -0.079
H -4.17979 0.42731 8.77066 0.012 0.038 -0.308
H -5.14965 2.55841 7.92531 0.054 -0.225 -0.214
H -5.23218 3.00398 5.47277 0.198 -0.072 0.202



2.
105
Properties=species:S:1:pos:R:3:forces:R:3 method="wB97M-V/def2-TZVPD" charge=-1 lumo_ev="2.27 / 2.27" spin_multiplicity=4
V 12.65197 12.32136 12.72751 -2.929 -1.108 0.346
C 15.85017 15.09796 15.87460 -0.038 -0.734 -0.398
C 15.31255 13.76725 15.36673 -0.143 -0.904 0.424
C 15.66300 12.46833 15.74157 -0.635 0.142 -0.566
C 14.83530 11.58818 14.99653 -0.668 2.028 -0.795
N 14.01989 12.29892 14.15535 2.818 1.781 2.851
N 14.29394 13.67348 14.48318 2.410 -0.709 0.703
B 13.70939 14.77300 13.59979 -3.821 -4.033 -2.186
N 12.81254 15.86948 14.07378 1.205 0.928 0.683
N 11.49412 15.52278 14.23826 0.381 2.021 0.360
C 10.88927 16.67064 14.57253 1.609 0.114 0.236
C 11.83757 17.74491 14.71204 -0.103 -1.353 -0.432
C 13.05778 17.19847 14.35438 -0.665 0.014 0.234
C 14.39961 17.93199 14.27713 -0.758 -0.256 0.182
C 9.44773 16.72511 14.70273 -1.078 -0.647 -0.209
C 8.71815 15.60805 14.19863 0.401 1.029 0.490
C 7.33640 15.60509 14.26982 0.154 0.115 0.386
C 6.67657 16.69302 14.83631 0.179 0.558 0.246
C 7.38914 17.80593 15.31830 -0.312 -0.612 -0.219
C 8.77578 17.82773 15.26075 0.107 -0.779 -0.398
N 14.09771 14.58467 12.10220 2.861 0.213 -0.737
N 13.63224 13.41837 11.44714 3.105 2.809 -2.174
C 14.31943 13.40206 10.24790 -1.030 0.437 2.040
C 15.26259 14.43619 10.19943 -0.404 0.000 1.143
C 15.13210 15.14712 11.39880 -0.507 -0.305 -0.644
C 15.87642 16.41627 11.81266 -0.248 -1.086 -0.346
C 13.87388 12.62583 9.10249 -0.147 -0.123 -0.704
C 14.74230 12.49185 7.99447 -1.030 -0.375 0.501
C 14.24342 11.93959 6.82172 -0.573 -0.066 0.229
C 12.88462 11.57861 6.72348 0.652 0.196 0.567
C 12.02993 11.73156 7.81982 0.452 -0.182 -0.468
C 12.52260 12.23437 9.00994 0.617 0.158 0.214
C 14.67057 10.16657 15.23386 -0.020 -0.748 -0.108
C 13.68354 9.42212 14.54467 0.824 0.189 1.059
C 13.47781 8.10976 14.93275 0.590 -0.278 0.744
C 14.24272 7.53324 15.96522 0.104 0.807 -0.263
C 15.22674 8.27501 16.63574 -0.435 -0.109 -0.457
C 15.45526 9.59041 16.25565 -0.756 -0.142 -0.638
H 16.58251 14.89939 16.66647 -0.236 0.114 -0.159
H 16.36510 15.64267 15.06752 -0.146 -0.198 0.265
H 15.04020 15.72459 16.25855 0.116 -0.075 -0.026
H 16.35247 12.12954 16.48797 0.233 0.359 0.153
H 12.75960 13.97810 13.36417 -0.747 1.064 0.471
H 11.63504 18.74908 15.01609 -0.016 0.361 -0.056
H 14.43161 18.68968 15.07183 -0.071 -0.224 -0.137
H 15.25017 17.26683 14.42363 -0.173 0.129 -0.054
H 14.52244 18.46452 13.32656 -0.120 -0.240 0.148
H 9.29289 14.79133 13.77505 -0.123 0.073 -0.107
H 6.77865 14.73590 13.93844 -0.029 0.106 -0.108
H 5.59746 16.68926 14.92493 -0.032 -0.004 -0.069
H 6.84447 18.64028 15.74747 0.039 -0.045 -0.026
H 9.33886 18.67442 15.64012 -0.059 -0.076 -0.048
H 15.89031 14.62171 9.35348 0.207 0.366 -0.074
H 16.77004 16.51940 11.18918 -0.148 -0.095 0.086
H 15.26676 17.30402 11.66867 -0.222 -0.041 -0.025
H 16.19696 16.36384 12.85386 -0.002 0.007 -0.083
H 15.77702 12.80689 8.08777 -0.126 -0.094 -0.107
H 14.91142 11.79220 5.98694 -0.018 -0.010 -0.195
H 12.51523 11.15136 5.80833 -0.106 -0.036 -0.248
H 10.98894 11.43957 7.72711 0.090 0.084 0.026
H 11.88987 12.34230 9.88894 0.083 0.101 -0.312
H 13.07982 9.89004 13.78268 -0.064 -0.040 -0.183
H 12.69934 7.52766 14.47341 -0.047 -0.128 -0.120
H 14.07184 6.51011 16.24294 -0.118 -0.289 0.123
H 15.77437 7.83280 17.46034 0.060 -0.012 -0.119
H 16.19985 10.21126 16.73464 -0.025 -0.264 0.140
C 11.59412 12.27665 16.16299 0.106 -0.300 -0.722
O 11.24674 11.75721 14.85296 -0.911 0.425 0.611
C 9.79767 11.79340 14.68849 0.852 -0.005 0.253
C 9.49396 11.58894 13.23324 0.594 0.579 -0.404
O 10.00599 12.73941 12.51951 -0.838 -0.661 -0.279
C 9.30804 12.91090 11.25591 0.304 -0.004 0.800
H 11.09994 11.68959 16.95649 0.016 0.193 -0.286
H 11.31570 13.34021 16.21784 0.087 -0.262 0.053
H 12.67718 12.15588 16.26691 -0.273 0.133 0.011
H 9.40488 12.75642 15.05367 0.160 -0.186 -0.155
H 9.36962 10.97965 15.28816 -0.051 0.048 -0.021
H 8.41129 11.48364 13.06102 0.220 0.024 0.110
H 10.03752 10.69598 12.88878 -0.305 0.105 -0.038
H 8.22511 12.97393 11.43924 0.164 -0.012 -0.011
H 9.52361 12.06490 10.60611 -0.017 -0.050 -0.131
H 9.67378 13.84413 10.83125 0.050 -0.039 -0.013
Te 11.64612 15.89569 10.90957 -0.105 0.399 -0.314
C 10.56095 16.89755 9.44601 -0.900 -0.214 -0.682
C 9.67823 16.33025 8.49680 1.445 1.520 1.328
C 9.11851 17.31286 7.65520 0.194 0.954 0.054
C 9.53185 18.58851 7.96481 -0.361 -0.167 -0.384
S 10.62003 18.65992 9.28251 -0.306 -1.863 -0.167
H 9.49200 15.27542 8.44150 0.025 -0.268 -0.009
H 8.45794 17.10966 6.82907 -0.193 -0.035 -0.113
H 9.25508 19.50607 7.49115 -0.226 0.234 -0.351
C 13.04611 8.68248 9.86345 -0.009 -0.468 0.192
Si 11.71202 9.24591 11.02445 1.189 2.974 1.616
C 10.12346 9.48122 10.06922 -0.150 -0.474 -0.118
C 11.35763 7.86796 12.23890 -0.302 -0.323 -0.038
O 12.20365 10.64267 11.87061 -0.989 -2.549 -1.431
H 12.74076 7.72482 9.44803 -0.019 -0.246 -0.254
H 13.97118 8.50211 10.40676 0.139 0.065 0.136
H 13.25502 9.36156 9.05204 -0.004 0.329 -0.267
H 9.95267 8.52662 9.55181 -0.052 0.104 -0.060
H 10.13614 10.26491 9.31527 0.023 0.066 0.084
H 9.27254 9.61890 10.73796 -0.038 0.140 0.001
H 10.58629 7.23584 11.79985 -0.134 -0.204 -0.052
H 10.96578 8.20340 13.20168 0.077 0.156 -0.046
H 12.21781 7.22689 12.41368 0.171 0.000 0.044



Total energy, record by record: -4538.3342; -4071.2843 Ha